{"formula": "C3H8N2O", "method": "wB97M-V/def2-TZVPD", "s2": 2.007, "orbital_gap_ev": [7.752, 7.244], "spin_multiplicity": 3, "de_lowest_kj_mol": 5.2, "homo_energy_ev": [-6.876, -8.646], "e_tot_ev": -8262.8897, "species": ["C", "C", "C", "N", "N", "O", "H", "H", "H", "H", "H", "H", "H", "H"], "xyz": [[-0.75162, -1.83527, -0.32715], [0.56198, 2.16456, 1.22671], [0.48272, -1.74430, -0.79847], [0.66746, 2.16697, -0.25461], [-0.13182, 1.42040, -0.88024], [-1.37142, -2.99526, -0.24048], [-1.31835, -0.95412, 0.09798], [1.60387, 1.99880, 1.63942], [0.33937, 3.26176, 1.60813], [-0.10405, 1.45119, 1.58194], [1.17154, -0.89799, -0.72727], [0.93774, -2.55270, -1.32368], [-2.16257, -3.08511, 0.24126], [0.07515, 1.60108, -1.84355]]}